The following is a DFT calculation (the ωB97M-V functional and the def2-TZVPD basis) of a structure of composition C33H50Cl5N7O4S2ScSi2Te.

Properties
- ΔE to the lowest compared entry with this formula, charge and spin (kcal/mol) = 24.0
- E_tot (Ha) = -6676.79896
- net charge = +1
- largest force on an atom (eV/Å) = 1.091
- HOMO energy (eV) = -9.945
- HOMO-LUMO gap (eV) = 7.7

XYZ file:
```
105
Properties=species:S:1:pos:R:3:lowdin_charge:R:1
Sc -0.055 -0.084 -0.167 0.74
C -0.339 -0.204 -4.796 0.01
C -0.311 0.054 -3.323 -0.25
N -0.301 -0.870 -2.426 -0.04
O -0.358 -2.201 -2.809 -0.06
C -0.288 1.440 -2.824 -0.29
C -0.300 2.654 -3.690 -0.01
N -0.237 1.517 -1.528 -0.29
O -0.152 2.619 -0.892 -0.17
H 0.167 -1.130 -5.071 0.09
H 0.160 0.606 -5.321 0.09
H -1.370 -0.247 -5.159 0.11
H -0.534 -2.246 -3.761 0.08
H -0.995 2.553 -4.525 0.08
H 0.692 2.873 -4.093 0.10
H -0.595 3.503 -3.077 0.08
Cl 3.520 5.597 2.505 0.70
C 2.573 4.190 2.234 -0.71
C 2.912 3.295 1.222 -0.68
Cl 4.267 3.602 0.210 0.72
C 2.150 2.154 1.028 -0.56
Cl 2.512 1.063 -0.268 0.83
C 1.033 1.848 1.810 -0.45
O 0.326 0.736 1.631 -0.30
C 0.683 2.791 2.780 -0.57
Cl -0.789 2.539 3.664 0.75
C 1.439 3.938 3.002 -0.69
Cl 0.966 5.048 4.224 0.71
N -2.667 -3.325 1.013 0.22
C -2.127 -2.165 1.430 -0.65
N -2.421 -1.723 2.660 0.22
O -1.395 -1.519 0.651 -0.18
H -3.298 -3.859 1.584 0.12
H -2.477 -3.629 0.074 0.12
H -2.864 -2.332 3.326 0.12
H -1.865 -0.965 3.031 0.08
C -3.726 -1.778 -2.152 -0.17
Si -4.859 -0.407 -1.579 0.38
C -5.745 -0.893 -0.013 -0.18
C -6.109 -0.089 -2.921 -0.18
C -3.854 1.159 -1.311 -0.52
Te -2.727 1.255 0.509 1.39
C -2.695 3.383 0.562 -0.54
Si -4.168 4.129 1.473 0.38
C -4.537 3.217 3.060 -0.20
C -3.772 5.908 1.839 -0.18
C -5.668 4.002 0.373 -0.18
H -4.243 -2.743 -2.112 0.04
H -2.807 -1.850 -1.564 0.00
H -3.438 -1.608 -3.195 0.03
H -6.232 -1.865 -0.131 0.04
H -6.521 -0.160 0.228 0.04
H -5.067 -0.944 0.843 0.00
H -6.665 -1.005 -3.144 0.04
H -5.630 0.242 -3.847 0.03
H -6.833 0.675 -2.625 0.04
H -4.519 2.024 -1.281 0.00
H -3.142 1.306 -2.128 0.01
H -2.661 3.696 -0.483 0.02
H -1.737 3.658 1.008 0.00
H -3.626 2.963 3.607 -0.01
H -5.079 2.290 2.858 0.02
H -5.156 3.837 3.716 0.04
H -2.890 5.993 2.480 0.03
H -4.609 6.392 2.352 0.04
H -3.577 6.467 0.920 0.04
H -5.967 2.959 0.234 0.02
H -5.486 4.441 -0.613 0.04
H -6.515 4.531 0.820 0.04
C -0.028 -1.349 6.966 -0.07
N 0.374 -2.167 5.836 -0.05
C 0.455 -1.736 4.572 -0.90
N 0.024 -0.483 4.325 0.09
S 1.013 -2.728 3.323 0.65
H -0.084 -1.980 7.848 0.09
H -1.013 -0.911 6.801 0.09
H 0.689 -0.548 7.166 0.09
H 0.754 -3.084 5.999 0.12
H -0.091 0.187 5.067 0.07
H 0.207 -0.115 3.396 0.04
N 1.403 -1.724 -0.038 -0.41
S 2.039 -2.759 -1.066 1.07
C 1.371 -4.391 -0.756 -0.38
C 0.445 -4.572 0.254 -0.10
C -0.050 -5.852 0.487 -0.07
C 0.366 -6.915 -0.301 -0.07
C 1.286 -6.710 -1.325 -0.06
C 1.798 -5.444 -1.554 -0.07
C 3.713 -3.051 -0.543 -0.39
C 3.998 -3.365 0.781 -0.06
C 5.318 -3.543 1.153 -0.05
C 6.335 -3.418 0.210 -0.06
C 6.036 -3.116 -1.109 -0.06
C 4.714 -2.926 -1.493 -0.08
H 1.601 -1.963 0.936 -0.05
H 0.127 -3.730 0.856 0.04
H -0.748 -6.013 1.299 0.11
H -0.021 -7.909 -0.117 0.11
H 1.610 -7.540 -1.939 0.11
H 2.530 -5.281 -2.338 0.12
H 3.207 -3.476 1.516 0.08
H 5.556 -3.786 2.181 0.11
H 7.366 -3.550 0.511 0.11
H 6.828 -3.024 -1.841 0.11
H 4.466 -2.679 -2.519 0.11
```